1.
{"formula": "C5H10O", "method": "ωB97M-V/def2-TZVPD", "lumo_energy_ev": [1.07, 1.05], "e_above_lowest_kcal_mol": 77.05, "e_homo_ev": [-7.0, -6.6], "charge": 0, "total_energy_ha": -271.629832, "species": ["C", "O", "C", "C", "C", "C", "H", "H", "H", "H", "H", "H", "H", "H", "H", "H"], "xyz": [[-0.55560, 0.32789, -2.07758], [-1.07966, -0.19189, -0.97801], [-0.48786, -0.55964, 0.10929], [-1.37408, -0.96867, 1.23783], [0.97441, -0.32557, 0.25187], [1.26142, 1.18546, 0.33709], [0.72104, 1.72455, -0.45024], [0.51347, 0.25268, -2.23427], [-1.26333, 0.39787, -2.88970], [-1.31633, -0.25486, 2.07378], [-2.41396, -1.01716, 0.90425], [-1.09208, -1.95105, 1.63930], [1.33747, -0.83452, 1.15138], [1.51732, -0.76572, -0.60083], [2.32782, 1.40217, 0.22268], [0.92997, 1.57846, 1.30317]], "forces_ev_per_a": [[0.23, 0.04, -0.40], [-0.62, 0.03, -0.19], [0.42, -0.20, 0.60], [-0.02, 0.01, -0.02], [0.02, -0.04, 0.01], [0.03, 0.10, 0.01], [0.13, -0.06, 0.15], [-0.13, 0.06, 0.01], [0.09, -0.05, 0.09], [-0.01, -0.09, -0.10], [0.15, 0.00, 0.04], [-0.02, 0.14, -0.07], [-0.07, 0.07, -0.14], [-0.10, 0.07, 0.11], [-0.13, -0.04, 0.03], [0.06, -0.06, -0.12]]}



2.
{"formula": "C26H33N5O5S", "method": "ωB97M-V/def2-TZVPD", "lumo_energy_ev": 0.59, "e_above_lowest_kcal_mol": 0.81, "e_homo_ev": -8.5, "charge": 0, "smiles": "CCCCN(C(=O)c1ccc(N(C)S(=O)(=O)c2ccc(C)cc2)cc1)c1c(N)n(CCC)c(=O)[nH]c1=O", "total_energy_ha": -2058.813275, "species": ["C", "C", "C", "C", "N", "C", "O", "C", "C", "C", "C", "N", "C", "S", "O", "O", "C", "C", "C", "C", "C", "C", "C", "C", "C", "C", "C", "N", "N", "C", "C", "C", "C", "O", "N", "C", "O", "H", "H", "H", "H", "H", "H", "H", "H", "H", "H", "H", "H", "H", "H", "H", "H", "H", "H", "H", "H", "H", "H", "H", "H", "H", "H", "H", "H", "H", "H", "H", "H", "H"], "xyz": [[-7.06372, 1.48255, -0.25249], [-6.15334, 1.03389, 0.88448], [-4.91348, 0.28158, 0.39954], [-3.95893, 1.18559, -0.37744], [-2.72987, 0.50657, -0.76334], [-2.35996, 0.50580, -2.07777], [-3.11448, 0.80796, -2.97764], [-0.93599, 0.08731, -2.27962], [-0.52945, -1.23417, -2.14164], [0.81108, -1.55764, -2.18733], [1.76567, -0.55979, -2.36705], [3.11152, -0.93599, -2.23373], [4.14242, -0.21637, -2.94199], [3.56740, -1.33032, -0.65544], [2.43084, -1.90515, 0.00342], [4.77004, -2.10228, -0.74002], [3.92799, 0.25668, 0.08389], [5.22260, 0.59501, 0.42411], [5.47333, 1.84482, 0.96308], [4.44129, 2.76010, 1.15005], [4.71502, 4.10383, 1.74923], [3.14602, 2.39746, 0.79184], [2.88638, 1.14547, 0.26391], [1.35246, 0.74577, -2.61542], [0.00752, 1.06420, -2.56712], [-1.77620, 0.25039, 0.26508], [-1.68870, -1.00101, 0.83447], [-2.55785, -1.98246, 0.46874], [-0.78525, -1.26515, 1.82758], [-0.69827, -2.55542, 2.50334], [0.33438, -3.50096, 1.88292], [-0.12449, -4.19153, 0.60472], [0.08797, -0.29226, 2.29517], [0.87412, -0.49719, 3.18886], [-0.03344, 0.93136, 1.69977], [-0.89503, 1.30821, 0.66730], [-0.83668, 2.43091, 0.20574], [-7.96831, 1.93503, 0.14713], [-6.56936, 2.21504, -0.88395], [-7.34939, 0.63344, -0.86927], [-5.84052, 1.90377, 1.46591], [-6.71690, 0.37655, 1.55089], [-5.22622, -0.54967, -0.23672], [-4.38991, -0.12900, 1.26634], [-4.42079, 1.52112, -1.30743], [-3.69795, 2.06002, 0.22802], [-1.26670, -2.01260, -2.00579], [1.14625, -2.57293, -2.05559], [4.28747, 0.80657, -2.57503], [5.06462, -0.77638, -2.79782], [3.89544, -0.18881, -4.00240], [6.00826, -0.12667, 0.26602], [6.48162, 2.11617, 1.23905], [3.99722, 4.84023, 1.39695], [4.63162, 4.04463, 2.83465], [5.72013, 4.44085, 1.50838], [2.33722, 3.10333, 0.91405], [1.88872, 0.85065, -0.01696], [2.07666, 1.52202, -2.80870], [-0.31291, 2.08438, -2.70962], [-2.26881, -2.94092, 0.56376], [-3.11583, -1.75868, -0.34116], [-0.37700, -2.32603, 3.52286], [-1.69227, -3.00579, 2.54663], [1.23949, -2.93324, 1.66459], [0.57783, -4.25693, 2.63094], [-1.04623, -4.75411, 0.76301], [0.64112, -4.89193, 0.28200], [-0.25633, -3.46812, -0.19524], [0.60890, 1.64022, 2.03531]], "forces_ev_per_a": [[0.09, 0.01, 0.23], [0.02, -0.18, -0.16], [0.03, 0.36, 0.13], [-0.44, -0.06, -0.06], [0.08, -0.14, 0.64], [0.13, -0.19, -0.22], [0.05, 0.11, -0.20], [0.24, 0.08, -0.32], [0.01, 0.07, -0.15], [-0.15, 0.11, -0.14], [-0.91, 0.12, -0.15], [0.43, -0.50, 0.95], [0.41, 0.17, -0.23], [0.14, 0.03, 0.04], [-0.09, 0.26, -0.06], [0.18, 0.31, -0.10], [-0.06, -0.64, -0.23], [0.13, -0.11, -0.03], [-0.11, -0.01, -0.02], [0.02, -0.07, -0.05], [-0.01, -0.01, 0.07], [0.06, -0.12, -0.06], [-0.18, 0.07, 0.02], [0.23, -0.18, -0.05], [-0.20, -0.10, -0.02], [-0.20, 0.00, -0.15], [-0.35, 0.56, -0.15], [0.20, -0.06, 0.11], [-0.10, -0.23, -0.15], [0.35, -0.37, 0.33], [-0.19, 0.08, -0.05], [0.23, 0.08, 0.22], [-0.07, 0.28, 0.01], [0.24, -0.13, 0.18], [0.19, 0.40, -0.01], [-0.04, -0.44, 0.29], [-0.01, 0.23, -0.14], [-0.10, 0.06, -0.05], [-0.01, 0.09, -0.14], [-0.06, -0.07, -0.12], [0.00, 0.00, 0.11], [0.03, 0.07, 0.07], [0.02, -0.11, -0.03], [0.01, -0.08, -0.03], [0.04, 0.05, 0.15], [0.01, -0.01, -0.05], [-0.04, -0.08, 0.07], [-0.01, -0.11, -0.02], [-0.02, -0.01, -0.05], [0.08, 0.14, -0.17], [-0.01, -0.02, 0.03], [0.15, -0.04, 0.01], [0.11, 0.03, 0.02], [-0.01, 0.09, 0.00], [0.01, 0.07, 0.07], [0.05, 0.07, 0.00], [-0.11, 0.10, 0.00], [-0.14, 0.07, 0.04], [0.10, 0.09, 0.02], [-0.02, 0.11, 0.01], [-0.03, 0.01, -0.05], [0.00, -0.03, 0.05], [-0.20, -0.06, -0.16], [0.03, 0.07, 0.02], [0.00, -0.05, 0.19], [0.04, 0.01, 0.05], [-0.11, -0.06, -0.05], [0.01, -0.10, -0.12], [-0.08, 0.06, -0.17], [-0.11, -0.15, -0.03]]}



3.
{"formula": "C33H23IIrN7O6S", "method": "ωB97M-V/def2-TZVPD", "lumo_energy_ev": [-0.92, -3.71], "e_above_lowest_kcal_mol": 21.12, "spin_multiplicity": 5, "e_homo_ev": [-6.3, -8.0], "charge": 0, "total_energy_ha": -2906.227334, "species": ["Ir", "O", "C", "O", "C", "C", "C", "N", "C", "C", "C", "C", "C", "C", "C", "N", "C", "C", "C", "C", "C", "N", "H", "H", "H", "H", "H", "H", "H", "H", "H", "H", "N", "C", "C", "C", "C", "C", "C", "S", "O", "O", "N", "C", "N", "C", "C", "C", "N", "H", "H", "H", "H", "H", "H", "H", "H", "H", "I", "C", "C", "C", "C", "C", "C", "C", "O", "O", "H", "H", "H", "H"], "xyz": [[0.11231, -0.99442, -0.29543], [-5.72188, 1.88170, 1.64862], [-5.20024, 2.07138, 0.53893], [-5.49051, 2.83750, -0.39452], [-3.93954, 1.22197, 0.28839], [-3.29370, 1.28116, -0.92721], [-2.12888, 0.54106, -1.14670], [-1.63790, -0.18555, -0.09384], [-2.27977, -0.29185, 1.11548], [-3.43570, 0.38945, 1.32036], [-1.54886, -1.13281, 2.06694], [-1.98060, -1.41712, 3.35282], [-1.15477, -2.13091, 4.19192], [0.08836, -2.56437, 3.73959], [0.45035, -2.29165, 2.44283], [-0.35918, -1.60233, 1.62650], [-1.34904, 0.41605, -2.31690], [-1.59307, 1.03426, -3.55873], [-0.80943, 0.74497, -4.63318], [0.25786, -0.20108, -4.50465], [0.49034, -0.76170, -3.29563], [-0.25068, -0.44758, -2.19472], [-3.73077, 1.92177, -1.68295], [-3.98892, 0.36876, 2.24912], [-2.93671, -1.04231, 3.68670], [-1.46777, -2.33934, 5.20597], [0.76930, -3.10245, 4.38203], [1.39256, -2.60997, 2.01789], [-2.42037, 1.72561, -3.64090], [-1.00566, 1.21257, -5.58781], [0.87169, -0.47485, -5.34941], [1.27507, -1.48790, -3.13438], [-1.48378, 7.08285, 1.48354], [-0.94221, 5.83622, 1.65504], [-1.64687, 4.69749, 1.23782], [-1.11909, 3.44413, 1.44518], [0.12120, 3.30297, 2.06421], [0.83361, 4.41874, 2.47537], [0.30455, 5.67909, 2.27067], [0.70990, 1.69785, 2.39133], [2.00365, 1.76712, 3.00970], [-0.33699, 0.96218, 3.05511], [0.81713, 0.99149, 0.91056], [1.90265, 1.24291, 0.13840], [2.69726, 2.31029, 0.22435], [3.72871, 2.32830, -0.60417], [4.01095, 1.31620, -1.52040], [3.11858, 0.26595, -1.56119], [2.07062, 0.25157, -0.75069], [-2.32288, 7.19698, 0.94702], [-0.93309, 7.90103, 1.66092], [-2.61901, 4.80383, 0.77180], [-1.67935, 2.56926, 1.14003], [1.79847, 4.29025, 2.94504], [0.85243, 6.55507, 2.59610], [4.37348, 3.19783, -0.53557], [4.87527, 1.34961, -2.16449], [3.23653, -0.57613, -2.23084], [3.65718, -8.93956, -2.38904], [2.76456, -7.13014, -1.88310], [1.43265, -7.11162, -1.49049], [0.83895, -5.90358, -1.16356], [1.57922, -4.72850, -1.21514], [2.91407, -4.75804, -1.60028], [3.51063, -5.96004, -1.94403], [0.92129, -3.44897, -0.86674], [-0.31792, -3.33388, -0.82139], [1.65153, -2.41960, -0.60674], [0.86326, -8.02903, -1.44467], [-0.20154, -5.86288, -0.87231], [3.48430, -3.83926, -1.62270], [4.54624, -5.98803, -2.25180]], "forces_ev_per_a": [[0.22, 1.13, 0.38], [0.02, -0.08, 0.02], [-0.21, 0.25, 0.13], [0.05, 0.00, -0.08], [0.26, -0.26, -0.08], [-0.10, 0.08, -0.06], [-0.05, -0.04, 0.04], [-0.25, -0.19, 0.16], [0.11, -0.03, -0.18], [-0.12, 0.08, 0.11], [0.01, -0.05, 0.01], [-0.06, -0.02, -0.05], [0.00, -0.03, 0.03], [0.02, -0.01, 0.00], [-0.13, -0.04, -0.04], [0.09, -0.18, -0.01], [0.08, -0.02, -0.08], [-0.05, 0.00, 0.08], [0.11, -0.08, -0.06], [-0.08, 0.10, -0.08], [-0.12, -0.02, 0.17], [0.01, -0.20, -0.28], [0.02, 0.00, -0.01], [-0.01, -0.01, 0.00], [0.00, 0.00, 0.00], [0.01, 0.00, 0.00], [-0.01, -0.01, 0.01], [0.02, 0.01, 0.01], [0.00, 0.00, 0.00], [0.01, 0.00, 0.00], [-0.01, 0.01, -0.01], [0.02, -0.01, 0.01], [-0.02, -0.01, 0.05], [0.00, 0.06, -0.02], [-0.04, -0.03, -0.02], [0.02, 0.05, 0.04], [-0.07, 0.09, 0.07], [0.00, 0.03, -0.10], [0.04, -0.03, 0.01], [-0.08, -0.09, -0.06], [-0.08, 0.01, 0.04], [0.07, 0.08, 0.07], [0.38, -0.04, -0.06], [-0.19, -0.11, 0.20], [-0.02, 0.02, -0.04], [0.05, -0.02, -0.05], [0.02, 0.03, 0.04], [-0.07, 0.04, 0.02], [0.20, -0.15, -0.18], [0.00, -0.01, -0.02], [0.01, 0.00, -0.02], [-0.02, -0.01, -0.01], [0.01, 0.01, 0.02], [0.01, -0.01, 0.02], [0.01, 0.00, 0.00], [0.01, 0.01, 0.00], [0.01, 0.02, 0.00], [-0.01, -0.01, -0.02], [0.03, -0.07, -0.02], [-0.01, 0.06, 0.01], [0.00, 0.04, 0.00], [0.02, -0.06, -0.08], [-0.04, -0.01, 0.04], [0.04, -0.02, 0.06], [-0.03, 0.00, 0.01], [-0.05, 0.04, 0.06], [-0.04, -0.12, -0.05], [0.01, -0.17, -0.14], [0.00, -0.01, 0.00], [-0.01, 0.01, 0.01], [0.00, 0.01, -0.01], [0.01, 0.00, 0.00]]}